Here is a 2-piece molecular cluster, C3H11NO3 overall in a non-equilibrium geometry from OMol25. Energies are from ωB97M-V/def2-TZVPD.

Properties
SMILES: NC(CO)CO.O
F_max (eV Å⁻¹): 2.575
HOMO energy (eV): -9.973
E_LUMO (eV): 0.61
Kohn-Sham gap (eV): 10.583

Last column: Mulliken charge in e.
Geometry (Å):
N 0.643 1.220 0.689  -0.6828
C -0.652 0.689 0.235  0.9190
C -0.679 0.555 -1.303  -1.0130
O -1.398 1.694 -1.843  -0.5369
C -0.769 -0.822 0.812  -0.9030
O 0.224 -1.156 1.767  -0.5533
H 1.257 1.531 -0.048  0.1692
H 0.494 1.876 1.450  0.2030
H -1.505 1.279 0.560  0.3580
H -1.218 -0.308 -1.670  0.2869
H 0.364 0.558 -1.623  0.5077
H -0.757 2.386 -1.958  0.3008
H -0.614 -1.488 -0.048  0.2531
H -1.702 -0.974 1.342  0.3100
H 0.821 -0.395 1.782  0.4106
O 2.156 -2.245 -0.293  -0.6677
H 1.295 -1.868 -0.457  0.2978
H 2.038 -2.530 0.605  0.3407